Computed, not measured: C56H136F12N8O16 as an isolated structure in a non-equilibrium geometry, with ωB97M-V with the def2-TZVPD basis set.

* net charge: +4
* E_HOMO: -11.09 eV
* electronic energy: -5053.9585 a.u.
* HOMO-LUMO gap: 6.0 eV

Last column: Mulliken charge in e.
Atoms and positions in Å:
C -9.176880 -1.010633 1.278743  -0.6049
N -9.642226 -1.708460 0.015840  0.2317
C -8.554084 -2.515037 -0.630154  -0.7285
C -10.848470 -2.604337 0.308545  -0.9749
C -10.108057 -0.596071 -0.901593  0.3424
C -11.052483 -1.008370 -2.049544  -0.9622
O -10.488670 -2.080142 -2.768495  -0.4544
H -8.893513 -1.671830 2.057024  0.3618
H -10.005463 -0.416401 1.597496  0.4373
H -8.371336 -0.316362 0.995013  0.1500
H -8.155911 -3.261765 -0.025605  0.4149
H -7.760510 -1.821740 -0.853571  0.1777
H -8.780600 -2.941715 -1.588150  0.2993
H -11.151726 -3.108825 -0.611333  0.3489
H -11.712081 -2.173607 0.851896  0.3131
H -10.441619 -3.325475 1.036270  0.4267
H -9.252792 -0.015591 -1.192510  -0.4948
H -10.632777 0.049861 -0.202961  0.5276
H -11.356379 -0.124836 -2.657859  0.4342
H -12.025662 -1.296297 -1.616286  0.5102
H -11.088996 -2.359239 -3.466585  0.2998
C -2.368909 -4.265131 3.877544  -0.6084
N -1.627334 -5.278147 4.676684  0.4981
C -1.622985 -6.594019 3.835668  -0.6751
C -0.239179 -4.795871 4.907238  -0.5388
C -2.350530 -5.468304 5.995646  -0.5878
C -1.908234 -6.676324 6.861291  -0.6613
O -0.536945 -6.873007 6.846935  -0.4844
H -2.255715 -3.252130 4.426255  0.2162
H -3.402957 -4.515738 3.987129  0.4739
H -2.148169 -4.295244 2.790587  0.0154
H -0.851903 -7.338923 4.127722  0.2538
H -1.337866 -6.291404 2.875392  0.2014
H -2.636097 -6.979440 3.801975  0.3721
H -0.079081 -3.903718 5.568719  0.1627
H 0.204814 -4.705996 3.861751  0.0136
H 0.269439 -5.673388 5.303514  0.5765
H -3.413210 -5.519576 5.748400  0.3607
H -2.208517 -4.625286 6.632222  0.4057
H -2.412201 -7.587723 6.475885  0.3953
H -2.133064 -6.383460 7.875633  0.3469
H -0.456432 -7.800952 7.206976  0.3505
C 11.997163 3.226812 7.490426  -0.7770
N 12.962231 4.379334 7.196916  -0.1325
C 12.688678 5.537299 8.029169  -0.9248
C 14.376576 3.902626 7.519220  -0.8568
C 12.871257 4.779222 5.715433  -0.5856
C 11.717719 5.540801 5.148018  -0.5624
O 10.527682 4.725496 5.230950  -0.4863
H 11.059274 3.546553 7.090149  0.3605
H 12.120981 2.950016 8.585359  0.3606
H 12.289175 2.360376 6.901630  0.3596
H 13.413366 6.333050 7.832631  0.3618
H 12.784673 5.214861 9.108143  0.3972
H 11.673712 5.807609 7.902508  0.4337
H 14.733801 3.092272 6.915513  0.3582
H 14.346638 3.496867 8.563099  0.3839
H 15.011014 4.754030 7.456684  0.4237
H 13.123299 3.931789 5.081766  0.4217
H 13.745296 5.435699 5.579377  0.4310
H 12.019714 5.846145 4.131979  0.3762
H 11.492507 6.423441 5.658439  0.3654
H 9.856533 5.018137 4.665988  0.2923
C -0.978594 0.890266 6.465110  -0.7588
N 0.493884 0.734421 6.710905  0.3358
C 1.234256 1.504096 5.770883  -0.9482
C 0.847476 1.138051 8.063425  -0.8727
C 0.737683 -0.768738 6.405028  0.5842
C 2.204886 -1.054162 6.097266  -0.9058
O 3.189222 -0.552679 6.973234  -0.5085
H -1.476618 0.351134 7.274164  0.3416
H -1.240840 0.501044 5.524353  0.1917
H -1.342329 1.909686 6.400192  0.3284
H 0.899769 2.552832 5.845044  0.3818
H 0.799196 1.266319 4.801509  0.3173
H 2.275265 1.416210 5.874209  0.4333
H 1.912511 1.058739 8.062573  0.3661
H 0.379916 0.495797 8.829342  0.3170
H 0.597275 2.202261 8.261848  0.3335
H 0.094807 -1.020829 5.528918  -0.3622
H 0.341587 -1.334920 7.294876  0.3236
H 2.377903 -0.660262 5.059566  0.2243
H 2.235364 -2.178624 6.028837  0.5248
H 3.982371 -1.132197 7.047838  0.3724
C -3.572072 5.188312 -1.501104  0.0165
N -3.447865 5.539519 -0.060640  0.3190
C -4.735379 6.106033 0.361558  -0.8609
C -3.184237 4.322065 0.812171  -1.1972
C -2.341366 6.714181 0.136937  -0.5020
C -0.928789 6.098316 0.254833  -0.5251
O -0.533456 5.233895 -0.718760  -0.5538
H -2.615379 4.752473 -1.855095  -0.2099
H -4.003826 6.071699 -1.982042  0.5155
H -4.198535 4.324654 -1.646423  -0.1894
H -4.911958 7.023730 -0.242353  0.4195
H -4.773180 6.370296 1.414284  0.3784
H -5.525672 5.449500 0.111180  0.2498
H -3.002592 4.639427 1.822485  0.3463
H -2.236399 3.877126 0.443106  0.3491
H -4.024113 3.702696 0.714651  0.5333
H -2.532808 7.250816 1.086275  0.3278
H -2.594789 7.341008 -0.731366  0.3756
H -0.920906 5.562198 1.204720  0.3841
H -0.230791 6.948788 0.393519  0.3517
H 0.320177 5.813323 -1.386305  0.1420
C 5.519202 6.259739 -3.411669  -0.7353
N 5.129070 6.763795 -2.078307  0.1581
C 4.307747 5.839694 -1.219512  -0.6082
C 6.374696 7.120839 -1.329593  -0.9331
C 4.304147 8.032002 -2.453946  -0.6092
C 3.494679 8.721082 -1.235363  -0.3934
O 4.334085 8.956686 -0.127566  -0.5225
H 5.811593 7.027156 -4.111506  0.3746
H 4.631030 5.816113 -3.949255  0.2405
H 6.352244 5.568088 -3.285615  0.3798
H 4.278849 6.298823 -0.235856  0.3720
H 4.596966 4.789699 -1.176146  0.3877
H 3.242148 5.790110 -1.580228  0.0313
H 6.724101 6.112202 -1.049754  0.4483
H 6.099718 7.738666 -0.448588  0.3017
H 7.175436 7.593219 -1.849884  0.3609
H 3.681726 7.662005 -3.178076  0.4426
H 5.109934 8.681437 -2.836597  0.3887
H 2.686848 8.051793 -1.038834  0.0152
H 3.076707 9.616899 -1.573197  0.6118
H 4.343258 9.870559 0.135533  0.3163
C -5.326298 1.036389 -9.137001  -0.8800
N -4.662401 0.003413 -10.017229  -0.0197
C -4.518242 0.636983 -11.348648  -0.8941
C -3.322156 -0.255869 -9.410827  -0.9791
C -5.465509 -1.256253 -10.211764  -0.4842
C -5.480044 -2.371204 -9.170898  -0.7030
O -6.173511 -1.961470 -8.022128  -0.3730
H -6.336365 1.319855 -9.410836  0.3942
H -4.728040 1.896376 -9.165913  0.4726
H -5.425255 0.716743 -8.046409  0.2929
H -3.882101 0.071729 -12.028545  0.3948
H -4.182148 1.666781 -11.332474  0.3807
H -5.476008 0.636645 -11.850743  0.4270
H -2.794510 -1.048725 -9.971785  0.3561
H -3.451340 -0.574012 -8.388253  0.4316
H -2.823904 0.727020 -9.437483  0.4095
H -5.144243 -1.770201 -11.142165  0.4816
H -6.509504 -0.944303 -10.446022  0.2933
H -4.479603 -2.591139 -8.857576  0.3031
H -5.797225 -3.285850 -9.712623  0.3904
H -7.051162 -2.350965 -7.984931  0.3105
C 5.194877 -11.285731 -2.705206  -0.9340
N 4.422209 -10.248495 -3.492510  0.1399
C 3.523646 -10.833872 -4.580900  -0.9064
C 3.558041 -9.475788 -2.564120  -1.1263
C 5.416830 -9.243087 -4.164181  -0.6740
C 6.556450 -8.562133 -3.387475  -0.6893
O 6.162390 -7.735213 -2.301365  -0.4643
H 5.439189 -12.099168 -3.360274  0.3821
H 4.563882 -11.725009 -1.997350  0.4183
H 6.010613 -10.814219 -2.237363  0.3567
H 3.085289 -11.720196 -4.202551  0.4342
H 4.083236 -10.992835 -5.453570  0.3575
H 2.700692 -10.180065 -4.761687  0.3705
H 2.760956 -10.125090 -2.209057  0.4594
H 3.166990 -8.588313 -3.076063  0.4076
H 4.149437 -9.096824 -1.719069  0.3986
H 4.836885 -8.534252 -4.723997  0.5231
H 5.936869 -9.857490 -4.854764  0.4637
H 7.086883 -8.102845 -4.249664  0.3264
H 7.218292 -9.301784 -3.019101  0.4368
H 6.919448 -7.656592 -1.740613  0.3202
C 0.587846 5.769414 -3.463330  0.3846
O 1.274426 4.523534 -3.860512  -0.4210
O 1.054575 6.213475 -2.219616  -0.5240
C 0.886206 6.671111 -4.672599  0.5451
F 2.268611 6.671620 -4.931833  -0.2556
F 0.289348 6.155553 -5.745287  -0.2728
F 0.506386 7.913049 -4.525434  -0.2573
C 0.944083 3.413362 -3.009001  0.6084
C 1.337225 2.179501 -3.722818  -1.2872
H 0.585639 1.686635 -4.368440  0.3002
H 2.167892 2.409787 -4.369612  0.3456
H 1.725705 1.436804 -3.011491  0.3409
H -0.194339 3.509007 -2.723674  -0.2201
H 1.379445 3.577729 -2.020562  0.0886
H -0.498046 5.648330 -3.542076  -0.0394
C 0.300677 -4.860125 0.463474  0.0672
O -0.896732 -4.774535 -0.299328  -0.4075
O 0.187066 -5.184567 1.752713  -0.8958
C 1.226770 -5.905370 -0.219337  0.7728
F 2.274262 -6.072582 0.647915  -0.2862
F 0.677011 -7.069247 -0.431014  -0.2818
F 1.790018 -5.460724 -1.378797  -0.3283
C -1.399218 -3.430092 -0.251098  0.4543
C -2.431007 -3.278798 -1.349615  -1.5098
H -2.883197 -2.268654 -1.331779  0.3246
H -1.993331 -3.383245 -2.312639  0.3901
H -3.141754 -4.064393 -1.078130  0.3087
H -0.521641 -2.734618 -0.222594  0.3402
H -1.901201 -3.225851 0.706514  -0.1195
H 0.763711 -3.882679 0.275946  0.0226
C -6.869061 1.064253 -1.073672  -0.0986
O -7.164446 -0.079014 -2.130182  -0.2145
O -6.770849 0.584097 0.134004  -1.0273
C -5.593643 1.783936 -1.558954  0.7972
F -5.493166 2.964538 -0.844722  -0.3419
F -4.443160 1.127892 -1.317328  -0.2189
F -5.594425 2.222145 -2.826295  -0.3467
C -7.732706 0.175395 -3.413952  0.0172
C -6.743619 -0.411870 -4.513511  -1.3241
H -6.496680 -1.447861 -4.358305  0.3037
H -7.205118 -0.378682 -5.484078  0.4220
H -5.824112 0.131398 -4.376492  0.2842
H -7.815195 1.253380 -3.647079  0.2555
H -8.764611 -0.267535 -3.502470  0.1708
H -7.707165 1.783089 -1.214267  0.2260
C -0.443200 -1.153024 2.858562  1.1829
O 0.982746 -0.843759 2.963932  -0.4073
O -0.886109 -1.572303 3.975897  -0.8565
C -1.234168 0.235785 2.495683  0.5958
F -0.948201 0.712722 1.260413  -0.2569
F -2.491996 0.040993 2.560943  -0.2660
F -0.799466 1.239815 3.358980  -0.2798
C 1.706426 -2.020710 2.891471  2.1983
C 3.066613 -1.903292 2.290928  -1.9451
H 3.140401 -1.775389 1.214270  0.3795
H 3.537938 -1.023537 2.671459  0.4564
H 3.636444 -2.769636 2.590567  0.4349
H 1.131399 -2.804897 2.289892  -0.9370
H 1.804828 -2.520380 3.866016  -0.4496
H -0.756883 -1.784810 1.967936  -0.8087

Atoms 1-2, force components in eV/Å:
C 0.2 0.7 -1.3
N -1.5 -0.4 -0.3